{
  "formula": "C36H26F6N5O4S5Ti",
  "method": "the ωB97M-V functional and the def2-TZVPD basis",
  "species": ["Ti", "O", "C", "C", "C", "C", "C", "C", "C", "N", "C", "C", "N", "H", "H", "H", "H", "H", "H", "H", "O", "S", "O", "N", "C", "C", "C", "C", "C", "C", "C", "C", "N", "C", "C", "C", "C", "C", "C", "C", "H", "H", "H", "H", "H", "H", "H", "H", "H", "H", "H", "S", "C", "S", "S", "S", "C", "N", "C", "C", "C", "C", "C", "C", "H", "H", "H", "H", "H", "C", "C", "O", "C", "F", "F", "F", "C", "F", "F", "F", "H", "H", "H"],
  "xyz": [[0.535, 0.373, 0.175], [2.081, -0.725, 0.441], [2.723, -1.353, -0.478], [4.123, -1.546, -0.372], [4.856, -2.153, -1.365], [4.234, -2.642, -2.512], [2.863, -2.536, -2.625], [2.095, -1.912, -1.637], [0.657, -1.972, -1.673], [-0.182, -1.246, -0.952], [-1.413, -1.824, -1.079], [-1.338, -2.880, -1.928], [-0.024, -2.961, -2.315], [4.608, -1.175, 0.520], [5.930, -2.238, -1.263], [4.817, -3.101, -3.300], [2.369, -2.915, -3.514], [-2.274, -1.472, -0.544], [-2.092, -3.550, -2.293], [0.395, -3.685, -2.870], [0.428, -2.934, 0.965], [-0.175, -2.205, 2.057], [0.414, -2.458, 3.356], [-0.350, -0.637, 1.740], [-0.421, 0.169, 2.876], [-1.151, -0.107, 4.026], [-1.097, 0.761, 5.117], [-0.301, 1.881, 5.103], [0.438, 2.208, 3.951], [1.297, 3.324, 3.862], [1.923, 3.575, 2.661], [1.676, 2.761, 1.565], [0.923, 1.656, 1.616], [0.326, 1.370, 2.814], [-1.837, -2.928, 2.144], [-2.989, -2.174, 2.042], [-4.227, -2.799, 2.098], [-4.305, -4.175, 2.246], [-3.144, -4.929, 2.339], [-1.910, -4.303, 2.292], [-1.749, -1.004, 4.082], [-1.694, 0.540, 5.993], [-0.242, 2.537, 5.962], [1.430, 3.968, 4.719], [2.567, 4.433, 2.532], [2.084, 3.020, 0.602], [-2.923, -1.103, 1.912], [-5.126, -2.204, 2.024], [-5.271, -4.663, 2.276], [-3.200, -6.004, 2.450], [-0.985, -4.855, 2.365], [-2.633, 6.345, -0.231], [-1.990, 4.931, 0.371], [-0.702, 4.732, 1.394], [-2.947, 3.531, -0.164], [-3.752, 0.833, 0.218], [-2.221, 1.891, 0.465], [-1.221, 1.364, -0.348], [-1.822, 0.990, -1.529], [-1.212, 0.884, -2.775], [-1.938, 0.476, -3.881], [-3.279, 0.147, -3.773], [-3.918, 0.238, -2.539], [-3.200, 0.664, -1.446], [-1.988, 2.001, 1.522], [-0.178, 1.158, -2.859], [-1.443, 0.435, -4.845], [-3.840, -0.157, -4.647], [-4.961, -0.029, -2.433], [2.595, 1.000, -3.382], [2.359, 1.765, -2.060], [1.442, 1.208, -1.250], [3.752, 1.907, -1.321], [3.697, 1.418, -0.083], [4.198, 3.176, -1.201], [4.759, 1.254, -1.944], [1.895, 3.203, -2.472], [2.824, 3.841, -3.236], [1.631, 3.992, -1.440], [0.798, 3.150, -3.235], [2.977, 0.009, -3.154], [3.299, 1.535, -4.018], [1.645, 0.896, -3.903]],
  "mulliken_spin": [0.81, -0.02, -0.01, 0.00, 0.00, 0.00, 0.00, 0.00, 0.00, -0.02, 0.01, 0.00, 0.00, 0.00, 0.00, 0.00, 0.00, 0.00, 0.00, 0.00, 0.00, 0.00, 0.00, -0.02, -0.01, 0.04, -0.03, 0.04, -0.03, 0.10, -0.05, 0.13, -0.07, 0.02, 0.00, 0.00, 0.00, 0.00, 0.00, 0.00, 0.01, 0.00, 0.00, 0.01, 0.00, 0.03, 0.00, 0.00, 0.00, 0.00, 0.00, 0.00, 0.00, 0.00, 0.00, 0.00, 0.00, -0.01, 0.00, 0.00, 0.00, 0.00, 0.00, 0.00, -0.01, -0.01, 0.00, 0.00, 0.00, 0.00, 0.01, 0.07, 0.00, 0.00, 0.00, 0.00, 0.00, 0.00, 0.00, 0.00, 0.00, 0.00, 0.00],
  "homo_ev": [-1.262, -1.515],
  "total_charge": -2,
  "spin_multiplicity": 2,
  "orbital_gap_ev": [5.3, 5.5],
  "de_lowest_ev": 1.542,
  "e_lumo_ev": [4.02, 4.02],
  "fmax_ev_per_a": 2.91
}



{
  "formula": "C17H24N4O6W",
  "method": "the ωB97M-V functional and the def2-TZVPD basis",
  "species": ["W", "O", "C", "O", "C", "C", "C", "C", "C", "O", "C", "C", "O", "O", "H", "H", "H", "H", "H", "H", "H", "H", "N", "C", "C", "C", "N", "H", "H", "H", "H", "H", "H", "H", "H", "H", "H", "N", "C", "O", "C", "C", "C", "C", "N", "C", "H", "H", "H", "H", "H", "H"],
  "xyz": [[0.196, 0.920, -0.641], [1.207, 2.896, -0.900], [0.566, 2.944, 0.174], [-0.709, 2.621, 0.055], [1.196, 2.895, 1.543], [0.158, 2.174, 2.407], [0.613, 1.949, 3.840], [1.604, 0.770, 3.710], [1.695, 0.621, 2.210], [0.286, 0.826, 1.768], [2.389, 1.847, 1.575], [2.976, 1.418, 0.247], [4.063, 1.677, -0.135], [2.119, 0.575, -0.437], [1.501, 3.886, 1.878], [-0.852, 2.534, 2.300], [1.069, 2.852, 4.243], [-0.235, 1.695, 4.471], [2.580, 0.971, 4.145], [1.209, -0.136, 4.164], [2.042, -0.337, 1.848], [3.203, 2.221, 2.186], [0.412, 1.097, -2.820], [-0.454, 0.319, -3.762], [-1.922, 0.623, -3.551], [-2.512, -0.004, -2.304], [-2.055, 0.693, -1.061], [0.282, 2.095, -2.992], [1.395, 0.935, -3.042], [-0.253, -0.739, -3.603], [-0.152, 0.564, -4.778], [-2.474, 0.251, -4.414], [-2.083, 1.708, -3.541], [-2.216, -1.050, -2.225], [-3.599, 0.027, -2.346], [-2.543, 0.276, -0.271], [-2.384, 1.657, -1.079], [-2.382, -3.455, 2.016], [-1.848, -4.038, 0.911], [-2.231, -5.069, 0.418], [-0.782, -3.256, 0.175], [0.163, -3.965, -0.559], [1.096, -3.270, -1.309], [1.034, -1.896, -1.343], [0.096, -1.209, -0.670], [-0.777, -1.886, 0.100], [-3.077, -3.993, 2.514], [-1.865, -2.780, 2.553], [0.145, -5.048, -0.530], [1.862, -3.781, -1.875], [1.748, -1.324, -1.915], [-1.498, -1.301, 0.652]],
  "nbo_charge": [2.00, -0.54, 0.70, -0.67, -0.33, 0.10, -0.44, -0.42, 0.10, -0.57, -0.35, 0.80, -0.46, -0.82, 0.30, 0.25, 0.25, 0.25, 0.25, 0.24, 0.24, 0.28, -0.81, -0.22, -0.45, -0.22, -0.83, 0.42, 0.43, 0.21, 0.24, 0.27, 0.22, 0.21, 0.24, 0.41, 0.43, -0.81, 0.64, -0.53, -0.14, -0.04, -0.22, 0.08, -0.57, 0.06, 0.43, 0.39, 0.28, 0.27, 0.24, 0.21],
  "homo_ev": [-15.283, -15.767],
  "total_charge": 2,
  "spin_multiplicity": 3,
  "orbital_gap_ev": [8.3, 7.6],
  "de_lowest_ev": 0.428,
  "e_lumo_ev": [-6.95, -8.18],
  "fmax_ev_per_a": 0.83
}



{
  "formula": "C4H12",
  "method": "the ωB97M-V functional and the def2-TZVPD basis",
  "species": ["C", "C", "H", "H", "H", "H", "H", "H", "C", "C", "H", "H", "H", "H", "H", "H"],
  "xyz": [[-0.349, -0.659, -1.565], [-1.431, -1.711, -1.615], [0.516, -0.872, -2.197], [-0.701, 0.332, -1.850], [0.104, -0.469, -0.590], [-2.012, -1.882, -0.708], [-1.085, -2.708, -1.874], [-2.150, -1.433, -2.390], [0.358, 1.720, 1.552], [1.470, 0.656, 1.572], [0.184, 1.997, 2.593], [0.521, 2.590, 0.951], [-0.603, 1.259, 1.303], [2.426, 1.173, 1.627], [1.361, 0.035, 2.454], [1.392, -0.031, 0.737]],
  "nbo_charge": [-0.62, -0.62, 0.21, 0.21, 0.20, 0.21, 0.21, 0.21, -0.61, -0.60, 0.20, 0.21, 0.20, 0.20, 0.20, 0.20],
  "smiles": "CC.CC",
  "homo_ev": -11.521,
  "orbital_gap_ev": 12.7,
  "de_lowest_ev": 0.316,
  "e_lumo_ev": 1.16,
  "fmax_ev_per_a": 1.94
}



{
  "formula": "C3H5NO2",
  "method": "the ωB97M-V functional and the def2-TZVPD basis",
  "species": ["N", "C", "C", "O", "C", "O", "H", "H", "H", "H", "H"],
  "xyz": [[1.841, -0.921, -0.178], [0.692, -0.423, -0.197], [-0.558, -0.936, 0.515], [-1.508, 0.074, 0.589], [-0.552, 1.417, -0.275], [0.366, 0.705, -0.935], [2.477, -0.377, -0.761], [-0.958, -1.770, -0.072], [-0.211, -1.342, 1.482], [-0.976, 2.163, -0.966], [-0.614, 1.409, 0.798]],
  "nbo_charge": [-0.63, 0.53, -0.17, -0.64, 0.19, -0.48, 0.35, 0.20, 0.21, 0.20, 0.25],
  "homo_ev": -9.500,
  "orbital_gap_ev": 10.2,
  "de_lowest_ev": 3.913,
  "e_lumo_ev": 0.67,
  "fmax_ev_per_a": 2.62
}



{
  "formula": "C43H34CuN3P2",
  "method": "the ωB97M-V functional and the def2-TZVPD basis",
  "species": ["Cu", "C", "C", "N", "C", "C", "C", "C", "C", "C", "C", "N", "C", "C", "C", "C", "C", "C", "C", "C", "N", "C", "H", "H", "H", "H", "H", "H", "H", "H", "H", "H", "H", "H", "C", "P", "C", "C", "C", "C", "C", "C", "C", "C", "C", "C", "C", "C", "P", "C", "C", "C", "C", "C", "C", "C", "C", "C", "C", "C", "C", "H", "H", "H", "H", "H", "H", "H", "H", "H", "H", "H", "H", "H", "H", "H", "H", "H", "H", "H", "H", "H", "H"],
  "xyz": [[3.235, -1.655, 0.957], [1.881, -1.863, 5.000], [2.294, -2.240, 3.741], [2.443, -1.365, 2.744], [2.143, -0.063, 2.939], [1.579, 0.363, 4.145], [1.512, -0.541, 5.191], [0.983, 1.729, 4.289], [1.123, 2.613, 3.022], [2.168, 2.227, 2.034], [2.558, 0.939, 1.875], [3.295, 0.343, 0.910], [4.022, 0.810, -0.116], [4.240, 2.125, -0.519], [5.044, 2.437, -1.631], [5.655, 1.472, -2.379], [5.470, 0.111, -2.026], [6.087, -0.938, -2.741], [5.878, -2.237, -2.376], [5.027, -2.497, -1.292], [4.438, -1.547, -0.601], [4.654, -0.232, -0.931], [1.820, -2.590, 5.797], [2.510, -3.273, 3.503], [1.137, -0.210, 6.153], [1.311, 2.184, 5.226], [1.216, 3.666, 3.288], [2.505, 2.993, 1.355], [3.798, 2.934, 0.037], [5.180, 3.479, -1.893], [6.281, 1.723, -3.225], [6.727, -0.693, -3.580], [6.341, -3.058, -2.905], [4.810, -3.515, -0.996], [-2.787, -1.598, 0.240], [-0.981, -1.424, 0.709], [-0.225, -1.040, -0.921], [-0.422, -2.044, -1.879], [0.158, -1.971, -3.133], [0.976, -0.896, -3.457], [1.215, 0.083, -2.508], [0.626, 0.011, -1.250], [-0.999, 0.034, 1.809], [-0.550, 1.272, 1.592], [-0.389, 2.299, 2.669], [-0.579, 1.750, 4.101], [-1.324, 0.458, 4.215], [-1.492, -0.331, 3.160], [-3.809, -0.061, 0.110], [-5.317, -0.744, -0.693], [-6.172, 0.160, -1.331], [-7.356, -0.265, -1.909], [-7.718, -1.606, -1.851], [-6.884, -2.511, -1.216], [-5.691, -2.083, -0.644], [-3.057, 0.747, -1.358], [-2.677, 2.080, -1.254], [-2.073, 2.731, -2.324], [-1.854, 2.049, -3.510], [-2.252, 0.723, -3.633], [-2.855, 0.081, -2.566], [-3.244, -2.232, 1.003], [-2.817, -2.159, -0.696], [-1.026, -2.911, -1.631], [-0.016, -2.761, -3.852], [1.436, -0.833, -4.435], [1.876, 0.911, -2.733], [0.881, 0.769, -0.528], [-0.257, 1.594, 0.606], [-0.967, 3.195, 2.420], [-1.012, 2.494, 4.771], [-1.716, 0.167, 5.183], [-2.018, -1.274, 3.268], [-5.897, 1.207, -1.384], [-8.000, 0.450, -2.405], [-8.644, -1.940, -2.301], [-7.157, -3.557, -1.168], [-5.053, -2.812, -0.160], [-2.846, 2.605, -0.322], [-1.774, 3.767, -2.229], [-1.376, 2.550, -4.343], [-2.083, 0.189, -4.560], [-3.167, -0.953, -2.671]],
  "mulliken_charge": [-0.65, -0.94, -0.17, -0.36, 0.80, 0.11, -0.38, -0.72, -0.26, -1.84, 1.75, -0.70, 0.87, -0.53, -1.09, -0.96, 1.22, -0.62, -0.80, 0.03, 0.03, 0.12, 0.41, 0.46, 0.52, 0.62, 0.57, 0.26, 0.33, 0.39, 0.40, 0.42, 0.40, 0.45, -1.26, -0.56, 1.88, -0.79, -0.97, -0.73, -0.76, -0.16, 2.03, -0.73, -0.85, -0.14, -1.15, -1.46, -0.14, 0.68, -0.53, -0.61, -0.46, -0.63, -0.26, 0.34, -0.36, -0.57, -0.51, -0.64, -0.20, 0.75, 0.80, 0.49, 0.43, 0.46, 0.45, -0.10, 0.68, 0.43, 0.52, 0.37, 0.38, 0.33, 0.38, 0.37, 0.38, 0.30, 0.37, 0.42, 0.39, 0.45, 0.41],
  "homo_ev": -6.430,
  "orbital_gap_ev": 6.7,
  "de_lowest_ev": 0.000,
  "e_lumo_ev": 0.27,
  "fmax_ev_per_a": 0.43
}



{
  "formula": "C15H36B2N3O5",
  "method": "the ωB97M-V functional and the def2-TZVPD basis",
  "species": ["C", "N", "C", "B", "O", "C", "N", "C", "O", "C", "C", "B", "O", "O", "H", "H", "H", "H", "H", "H", "H", "H", "H", "H", "H", "H", "H", "H", "H", "H", "H", "H", "C", "C", "C", "C", "C", "C", "N", "O", "C", "C", "C", "H", "H", "H", "H", "H", "H", "H", "H", "H", "H", "H", "H", "H", "H", "H", "H", "H", "H"],
  "xyz": [[5.095, 3.060, -3.391], [4.725, 2.317, -2.127], [5.729, 2.510, -1.013], [4.386, 0.859, -2.373], [4.906, 0.111, -3.572], [3.382, 0.059, -1.344], [3.896, -0.017, 0.097], [1.860, 0.728, -1.278], [1.272, 0.928, -2.626], [-0.198, 0.876, -2.591], [-0.915, 2.091, -3.480], [-2.008, 2.971, -2.564], [-1.784, 4.454, -2.481], [-3.155, 2.318, -1.846], [6.245, 3.166, -3.582], [4.593, 2.585, -4.352], [4.615, 4.148, -3.295], [6.052, 1.531, -0.457], [6.724, 3.065, -1.345], [5.214, 3.220, -0.215], [4.086, -0.192, -4.098], [3.351, -1.070, -1.721], [3.358, -0.822, 0.541], [3.642, 0.839, 0.639], [1.138, 0.011, -0.696], [1.953, 1.806, -0.801], [-0.666, 0.925, -1.512], [-0.600, -0.130, -3.077], [-1.573, 1.618, -4.354], [-0.095, 2.788, -3.941], [-1.239, 4.591, -1.644], [-2.801, 1.588, -1.231], [-2.277, -3.945, 1.660], [-1.649, -2.531, 1.495], [-0.762, -2.161, 2.720], [-1.533, -1.704, 3.946], [-2.494, -0.578, 3.579], [-3.456, -0.974, 2.433], [-2.738, -1.530, 1.228], [-2.157, -0.443, 0.551], [-4.485, -1.998, 2.987], [-4.345, 0.266, 2.081], [-0.660, -2.728, 0.291], [-3.307, -3.947, 2.009], [-2.316, -4.480, 0.703], [-1.701, -4.562, 2.357], [-0.073, -1.351, 2.440], [-0.124, -3.009, 2.997], [-2.068, -2.548, 4.395], [-0.831, -1.347, 4.707], [-3.061, -0.289, 4.472], [-1.909, 0.307, 3.294], [-5.127, -2.388, 2.189], [-5.142, -1.534, 3.734], [-4.023, -2.842, 3.504], [-3.754, 1.143, 1.796], [-4.950, 0.574, 2.943], [-5.037, 0.034, 1.262], [-1.201, -2.925, -0.643], [0.004, -3.582, 0.473], [-0.011, -1.859, 0.131]],
  "nbo_charge": [-0.42, -0.76, -0.44, 1.18, -0.94, -0.41, -0.84, -0.07, -0.58, -0.06, -0.83, 1.22, -0.95, -0.95, 0.19, 0.22, 0.19, 0.23, 0.21, 0.19, 0.50, 0.21, 0.36, 0.36, 0.18, 0.18, 0.17, 0.19, 0.24, 0.25, 0.49, 0.51, -0.63, 0.10, -0.41, -0.40, -0.42, 0.11, -0.03, -0.37, -0.63, -0.61, -0.60, 0.22, 0.22, 0.21, 0.21, 0.22, 0.20, 0.22, 0.22, 0.21, 0.22, 0.22, 0.21, 0.23, 0.21, 0.22, 0.22, 0.21, 0.22],
  "homo_ev": [-8.952, -8.952],
  "spin_multiplicity": 2,
  "orbital_gap_ev": [9.4, 8.2],
  "e_lumo_ev": [0.44, -0.80],
  "fmax_ev_per_a": 5.19
}